{
  "formula": "C4H10N2O2",
  "method": "ωB97M-V/def2-TZVPD",
  "e_homo_ev": -8.43,
  "gap_ev": 4.24,
  "charge": 0,
  "e_tot_ha": -418.09276,
  "elements": ["C", "O", "C", "C", "C", "N", "O", "N", "H", "H", "H", "H", "H", "H", "H", "H", "H", "H"],
  "coordinates": [[1.4701, 0.4542, 0.1429], [2.7284, -0.1809, 0.2562], [0.2122, -0.1174, 0.7033], [-0.9794, -0.5564, -0.3271], [-2.1739, 0.1375, -0.1390], [-3.3075, -0.2017, -0.9666], [-2.4011, 1.1693, 0.5882], [0.7433, -1.1884, 1.5858], [1.7548, 1.4897, 0.4897], [1.3937, 0.5780, -1.0118], [0.3293, -2.1331, 1.2474], [-0.2562, 0.6405, 1.3508], [-1.1301, -1.2985, -1.1845], [3.4209, 1.5590, -1.1099], [-3.5784, -1.2030, -1.0546], [-4.1090, 0.3358, -0.6096], [1.7271, -1.2580, 1.6297], [4.1554, 1.7734, -1.5907]]
}